{
  "formula": "C36H43AsN4O2PRu",
  "method": "ωB97M-V with the def2-TZVPD basis set",
  "lumo_energy_ha": [-0.206, -0.276],
  "total_charge": 2,
  "relative_energy_kcal_mol": 0.0,
  "homo_energy_ev": [-13.59, -14.18],
  "spin_multiplicity": 6,
  "species": ["Ru", "C", "C", "C", "C", "C", "C", "C", "C", "C", "C", "C", "C", "H", "H", "H", "H", "H", "H", "H", "H", "H", "H", "H", "H", "H", "H", "H", "H", "H", "H", "O", "N", "C", "C", "C", "C", "C", "C", "C", "P", "C", "C", "C", "C", "C", "C", "C", "C", "C", "C", "C", "C", "H", "H", "H", "H", "H", "H", "H", "H", "H", "H", "H", "H", "H", "H", "H", "H", "N", "C", "N", "C", "N", "C", "As", "C", "C", "O", "H", "H", "H", "H", "H", "H", "H", "H", "H"],
  "positions_angstrom": [[-0.183837, -0.774819, -0.467279], [-3.866407, -1.029239, -1.570521], [-2.803135, -1.652027, -0.712722], [-2.548085, -1.138016, 0.573978], [-3.327570, 0.053669, 1.059477], [-1.633054, -1.793215, 1.434798], [-1.603277, -1.396296, 2.889842], [-0.932207, -2.931158, 0.965795], [0.009512, -3.685147, 1.864812], [-1.212298, -3.457423, -0.319451], [-0.622267, -4.786432, -0.695228], [-2.117325, -2.796305, -1.171295], [-2.396496, -3.307644, -2.557208], [-3.427293, -0.346293, -2.299476], [-4.582701, -0.465593, -0.981441], [-4.415546, -1.790714, -2.120348], [-4.366197, -0.227917, 1.249757], [-3.325067, 0.847247, 0.313192], [-2.933118, 0.449206, 1.989165], [-1.298533, -0.363942, 3.049675], [-0.948040, -2.023314, 3.481151], [-2.612519, -1.503511, 3.293283], [-0.533718, -4.472979, 2.394298], [0.470404, -3.042910, 2.608894], [0.801901, -4.159819, 1.295301], [-0.901608, -5.523887, 0.060793], [0.464582, -4.755117, -0.724787], [-0.979529, -5.150660, -1.650565], [-3.237743, -4.006148, -2.548186], [-1.545216, -3.833023, -2.978224], [-2.653729, -2.501891, -3.241482], [2.013137, -3.014188, -0.542424], [2.127093, -1.705883, -0.119976], [3.244666, -1.140387, -0.348407], [3.677977, 0.186777, 0.093881], [5.046750, 0.416018, -0.071500], [5.659967, 1.542454, 0.447960], [4.909807, 2.447757, 1.178874], [3.546760, 2.242863, 1.335779], [2.903651, 1.144975, 0.768327], [1.112231, 1.005361, 1.071100], [0.402935, 2.661442, 0.845890], [-0.903190, 2.849907, 1.302158], [-1.515442, 4.088238, 1.204337], [-0.838007, 5.152566, 0.621632], [0.441646, 4.963113, 0.120654], [1.061922, 3.724553, 0.231056], [1.095307, 0.644686, 2.850740], [1.654490, -0.577880, 3.230637], [1.711264, -0.932347, 4.567236], [1.204867, -0.072411, 5.535172], [0.665257, 1.148983, 5.162450], [0.614943, 1.515618, 3.823028], [2.812175, -3.264967, -1.038747], [4.020949, -1.720988, -0.852802], [5.645142, -0.317639, -0.597299], [6.720986, 1.694478, 0.306364], [5.378654, 3.311044, 1.631210], [2.976013, 2.951720, 1.922219], [-1.439344, 2.028656, 1.760447], [-2.517649, 4.225576, 1.588596], [-1.307784, 6.124979, 0.556925], [0.972220, 5.786273, -0.339538], [2.069490, 3.607058, -0.144475], [2.055512, -1.250873, 2.480752], [2.154301, -1.876191, 4.857504], [1.246286, -0.349442, 6.579901], [0.291150, 1.829378, 5.915618], [0.212606, 2.482704, 3.554068], [0.542413, -1.239070, -2.369528], [0.471359, -1.906536, -3.347161], [0.460376, -2.652565, -4.348789], [-0.488597, -2.506174, -5.277200], [-1.309691, -2.388768, -6.078178], [0.976816, 2.066261, -2.999124], [-0.894970, 1.752180, -2.756675], [-1.808997, 3.410994, -2.543859], [-1.564326, 0.887563, -4.326936], [-1.194917, 0.848151, -1.344446], [1.129041, 2.524571, -3.976219], [1.493049, 1.108848, -2.959792], [1.336735, 2.733673, -2.219900], [-1.628300, 4.032805, -3.420202], [-1.436478, 3.905178, -1.648897], [-2.875563, 3.216334, -2.445579], [-1.581389, 1.631009, -5.124757], [-2.575492, 0.522121, -4.164569], [-0.919695, 0.064800, -4.623525]],
  "forces_ev_per_angstrom": [[-0.0035, 0.0316, 0.0416], [-0.0068, -0.0027, -0.0145], [-0.0052, -0.0113, 0.0107], [0.0159, 0.0335, 0.0448], [-0.0287, -0.0022, 0.0012], [-0.0089, -0.0119, 0.0313], [-0.0238, -0.0214, 0.0053], [0.0172, 0.0329, 0.0088], [-0.0067, -0.0042, 0.0067], [0.0189, 0.0179, -0.0192], [-0.0142, -0.0340, 0.0257], [0.0320, 0.0236, -0.0281], [0.0081, -0.0017, 0.0006], [0.0117, 0.0078, 0.0012], [0.0011, 0.0007, -0.0014], [0.0029, 0.0008, 0.0022], [-0.0007, -0.0017, -0.0153], [0.0037, 0.0035, -0.0005], [-0.0050, 0.0068, 0.0031], [0.0131, 0.0167, -0.0026], [0.0087, -0.0111, 0.0021], [0.0038, 0.0003, 0.0046], [-0.0075, 0.0122, 0.0102], [0.0026, 0.0049, 0.0017], [-0.0029, -0.0059, 0.0015], [0.0179, 0.0016, -0.0050], [-0.0054, 0.0102, -0.0200], [-0.0225, -0.0028, -0.0007], [-0.0094, 0.0057, 0.0025], [-0.0022, -0.0083, 0.0004], [-0.0004, 0.0071, -0.0031], [0.0157, -0.0030, -0.0159], [-0.0165, 0.0425, -0.0558], [0.0209, -0.0379, 0.0220], [0.0165, 0.0296, 0.0095], [-0.0082, -0.0112, -0.0161], [0.0027, 0.0123, 0.0043], [0.0010, -0.0045, -0.0062], [0.0002, -0.0090, 0.0093], [0.0000, 0.0133, -0.0096], [-0.0537, -0.0965, -0.0152], [-0.0047, 0.0077, 0.0210], [-0.0002, 0.0139, 0.0028], [-0.0123, -0.0056, -0.0063], [0.0022, -0.0037, -0.0026], [0.0057, 0.0084, 0.0116], [-0.0047, -0.0058, -0.0001], [0.0299, -0.0054, -0.0033], [-0.0143, -0.0044, 0.0117], [0.0065, 0.0041, -0.0033], [0.0032, 0.0005, -0.0050], [0.0053, 0.0022, 0.0047], [-0.0088, 0.0133, -0.0038], [-0.0143, 0.0107, 0.0214], [-0.0021, -0.0041, 0.0051], [0.0003, -0.0024, 0.0021], [0.0018, -0.0028, 0.0032], [0.0016, 0.0008, 0.0008], [0.0033, -0.0026, 0.0027], [-0.0105, -0.0166, 0.0015], [0.0009, 0.0015, 0.0016], [-0.0005, 0.0014, -0.0014], [-0.0012, 0.0012, -0.0035], [-0.0058, 0.0062, -0.0049], [-0.0007, 0.0003, -0.0094], [0.0009, -0.0001, 0.0025], [-0.0029, -0.0005, -0.0001], [0.0008, -0.0013, 0.0018], [-0.0100, -0.0030, -0.0090], [0.0940, 0.1158, -0.0995], [-0.1564, -0.1293, 0.1565], [0.1007, 0.0039, -0.0580], [0.0004, 0.0152, -0.0646], [-0.0183, 0.0049, 0.0249], [-0.0173, -0.0192, -0.0222], [0.0057, 0.0178, -0.0164], [0.0061, -0.0139, -0.0129], [0.0156, 0.0237, 0.0047], [0.0451, -0.0719, -0.0006], [-0.0004, 0.0118, 0.0036], [0.0016, 0.0107, 0.0006], [-0.0130, -0.0100, -0.0020], [-0.0056, 0.0104, 0.0062], [0.0030, -0.0090, -0.0011], [0.0016, -0.0055, -0.0015], [0.0043, -0.0117, -0.0096], [-0.0099, 0.0144, 0.0233], [-0.0091, -0.0062, 0.0042]]
}